Here is one molecule with the formula C5H6O2S at a distorted geometry from OMol25. Energies are from wB97M-V/def2-TZVPD.

Structure (XYZ):
```
14
Properties=species:S:1:pos:R:3
C -0.365 0.350 -0.005
C -1.626 0.297 0.880
C 0.433 -0.988 -0.138
C 0.890 0.959 0.555
C 1.712 -0.135 -0.070
O 0.170 -1.807 -1.273
O 2.771 -0.316 -0.600
S -1.535 0.403 2.491
H -0.754 0.739 -0.902
H -2.522 0.359 0.366
H 0.376 -1.639 0.763
H 1.116 2.069 0.292
H 0.829 0.783 1.715
H 1.021 -1.698 -1.769
```

Its relative energy (zero: lowest compared OMol25 entry of this formula, charge and spin) is 47.27 kcal/mol. The orbital gap comes out at 8.541 eV. The calculation puts the highest occupied orbital energy at -9.20 eV. The calculation puts the LUMO energy at -0.66 eV. The molecular weight comes out at 130.17 Da. Its total energy is -742.70956 Eh.